Record 1
ORCA calculation (ωB97M-V with the def2-TZVPD basis set) on a structure of composition N2O6Rb4.

The relative energy (zero: lowest compared OMol25 entry of this formula, charge and spin) is 0.00 kcal/mol. The value obtained for the total energy is -17870.0864 eV. The gap between HOMO and LUMO is 7.48 eV. As for the charge: +2. For the LUMO energy, the calculation gives -5.81 eV.

Atoms and positions in Å:
1 Rb 1.12 2.33 2.09
2 Rb -0.48 -2.56 -0.57
3 Rb -4.47 1.21 -1.01
4 Rb 1.69 0.72 -4.33
5 N -0.40 0.69 -1.28
6 O -1.60 1.05 -1.29
7 O 0.04 -0.09 -2.18
8 O 0.37 1.10 -0.42
9 N 0.94 -1.11 2.26
10 O 1.28 -0.93 3.43
11 O -0.19 -0.70 1.85
12 O 1.71 -1.70 1.46

Results of the natural (NBO) charge analysis, in e, for atoms 1 through 8: 0.99 0.99 1.00 1.00 0.72 -0.59 -0.65 -0.48

***

Record 2
ORCA calculation (ωB97M-V with the def2-TZVPD basis set) on the ion N3O3 with charge -1.

The relative energy (zero: lowest compared OMol25 entry of this formula, charge and spin) is 85.05 kcal/mol. The value obtained for the total energy is -10607.8445 eV. The gap between HOMO and LUMO is 8.63 eV. As for the charge: -1. For the LUMO energy, the calculation gives 4.62 eV. The SMILES is O=[N+]([O-])/N=N/[O-].

Atoms and positions in Å:
1 N -0.03 0.76 -0.35
2 N -1.33 -0.30 -0.21
3 N 0.92 -0.02 -0.01
4 O 0.74 -1.18 0.30
5 O -2.32 0.17 0.26
6 O 2.03 0.57 0.01

Calculated atomic charges, method natural (NBO), unit e: -0.36 0.23 0.55 -0.52 -0.34 -0.56

***

Record 3
ORCA calculation (ωB97M-V with the def2-TZVPD basis set) on a cluster of 3 separate species, N3O9 in total.

The relative energy (zero: lowest compared OMol25 entry of this formula, charge and spin) is 39.99 kcal/mol. The value obtained for the total energy is -22882.8541 eV. The gap between HOMO and LUMO is 5.88 eV. As for the charge: -3. For the LUMO energy, the calculation gives 8.66 eV.

Atoms and positions in Å:
1 N 1.33 -1.87 -3.00
2 O 2.12 -1.04 -2.50
3 O 1.71 -2.66 -3.86
4 O 0.10 -1.80 -2.89
5 N 0.54 0.90 0.25
6 O -0.43 0.23 -0.18
7 O 0.75 1.29 1.42
8 O 1.51 1.07 -0.49
9 N -1.90 0.99 2.78
10 O -2.81 0.20 2.51
11 O -1.01 0.52 3.49
12 O -1.91 2.19 2.46

Results of the natural (NBO) charge analysis, in e, for atoms 1 through 8: 0.70 -0.52 -0.64 -0.55 0.70 -0.55 -0.58 -0.58

***

Record 4
ORCA calculation (ωB97M-V with the def2-TZVPD basis set) on a structure of composition N8O24Pb.

The value obtained for the total energy is -66257.9226 eV. The gap between HOMO and LUMO is 5.62 eV. As for the charge: -6. For the LUMO energy, the calculation gives 13.19 eV.

Atoms and positions in Å:
1 Pb -0.19 0.13 -0.05
2 N 1.05 0.86 3.52
3 O 0.82 1.78 4.31
4 O 1.76 -0.09 3.87
5 O 0.57 0.81 2.35
6 N 0.64 2.76 -2.50
7 O 1.03 3.90 -2.23
8 O 0.46 2.41 -3.64
9 O 0.63 1.88 -1.55
10 N -1.98 3.59 0.69
11 O -1.92 4.30 1.72
12 O -1.17 2.73 0.38
13 O -3.03 3.76 0.02
14 N 1.89 -1.38 -2.94
15 O 3.01 -1.81 -2.63
16 O 1.51 -1.37 -4.17
17 O 1.10 -1.11 -2.05
18 N 3.72 -1.31 0.68
19 O 3.88 -1.83 1.79
20 O 4.53 -1.19 -0.24
21 O 2.51 -0.88 0.48
22 N 0.24 -2.53 2.59
23 O -0.41 -2.77 3.67
24 O 1.31 -3.13 2.49
25 O -0.04 -1.81 1.61
26 N -3.30 -1.05 1.34
27 O -2.52 -0.46 0.59
28 O -3.00 -1.90 2.20
29 O -4.47 -0.58 1.45
30 N -2.12 -0.92 -3.42
31 O -3.35 -1.31 -3.58
32 O -1.32 -1.42 -4.17
33 O -1.83 -0.09 -2.54

Results of the natural (NBO) charge analysis, in e, for atoms 1 through 8: 1.67 0.73 -0.60 -0.52 -0.57 0.74 -0.59 -0.50

***

Record 5
ORCA calculation (ωB97M-V with the def2-TZVPD basis set) on the molecule NO3P.

The relative energy (zero: lowest compared OMol25 entry of this formula, charge and spin) is 6.45 kcal/mol. The value obtained for the total energy is -16918.8888 eV. The gap between HOMO and LUMO is 9.18 eV. For the LUMO energy, the calculation gives -1.23 eV. The SMILES is O=NOP=O.

Atoms and positions in Å:
1 N -0.77 -0.13 -0.18
2 O -1.90 -0.03 0.15
3 O 1.69 -1.07 0.02
4 O 0.06 0.95 -0.01
5 P 1.70 0.39 0.00

Calculated atomic charges, method natural (NBO), unit e: 0.35 -0.25 -0.97 -0.67 1.54

***

Record 6
ORCA calculation (ωB97M-V with the def2-TZVPD basis set) on the ion NO3S2 with charge -1.

The relative energy (zero: lowest compared OMol25 entry of this formula, charge and spin) is 25.71 kcal/mol. The value obtained for the total energy is -29302.5343 eV. The gap between HOMO and LUMO (alpha / beta) is 7.37 / 7.38 eV. As for the charge: -1. For the LUMO energy (alpha / beta), the calculation gives 3.00 / 3.00 eV. The SMILES is N#S([O-])=S(=O)=O.

Atoms and positions in Å:
1 N 0.98 -1.50 -1.74
2 O -1.40 0.55 1.72
3 O 1.73 -0.26 0.42
4 O -0.79 1.75 -0.28
5 S 0.67 -1.03 -0.41
6 S -1.19 0.49 0.29

Calculated atomic charges, method natural (NBO), unit e: -0.97 -0.91 -1.01 -0.90 1.19 1.59

***

Record 7
ORCA calculation (ωB97M-V with the def2-TZVPD basis set) on the ion NO5S with charge -1.

The relative energy (zero: lowest compared OMol25 entry of this formula, charge and spin) is 27.25 kcal/mol. The value obtained for the total energy is -22561.0199 eV. The gap between HOMO and LUMO is 9.36 eV. As for the charge: -1. For the LUMO energy, the calculation gives 3.97 eV.

Atoms and positions in Å:
1 N -1.30 -0.04 -0.04
2 O -1.15 0.99 -0.69
3 O 1.21 1.04 0.78
4 O -2.37 -0.41 0.41
5 O 2.42 -0.88 -0.23
6 O -0.23 -0.88 0.14
7 S 1.42 0.17 -0.37

Calculated atomic charges, method natural (NBO), unit e: 0.71 -0.44 -0.97 -0.45 -0.97 -0.56 1.68

***

Record 8
ORCA calculation (ωB97M-V with the def2-TZVPD basis set) on a structure of composition Na2O8S2.

The value obtained for the total energy is -46884.3763 eV. The gap between HOMO and LUMO is 2.43 eV. As for the charge: -2. For the LUMO energy, the calculation gives 2.20 eV.

Atoms and positions in Å:
1 Na -3.01 -0.25 -1.90
2 Na -0.45 -1.08 -1.05
3 S 2.10 -1.54 0.24
4 O 1.55 -0.19 0.37
5 O 0.97 -2.54 0.24
6 O 2.79 -1.68 -1.07
7 O 2.99 -1.85 1.38
8 S -1.33 1.87 0.39
9 O -1.80 0.59 -0.36
10 O -2.58 2.69 0.46
11 O -0.91 1.47 1.72
12 O -0.31 2.51 -0.42

Results of the natural (NBO) charge analysis, in e, for atoms 1 through 8: 0.96 0.93 2.55 -1.08 -1.18 -1.14 -1.09 2.58

***

Record 9
ORCA calculation (ωB97M-V with the def2-TZVPD basis set) on a structure of composition O4PS.

The relative energy (zero: lowest compared OMol25 entry of this formula, charge and spin) is 9.21 kcal/mol. The value obtained for the total energy is -28316.6949 eV. The gap between HOMO and LUMO is 8.68 eV. As for the charge: -1. For the LUMO energy, the calculation gives 3.65 eV.

Atoms and positions in Å:
1 O 1.67 -0.98 -0.67
2 O -0.65 0.92 -0.38
3 O -2.67 -0.49 -0.05
4 O 1.47 0.48 1.16
5 P -1.21 -0.37 0.24
6 S 1.40 0.44 -0.30

Calculated atomic charges, method natural (NBO), unit e: -0.95 -1.10 -1.11 -0.95 1.46 1.65

***

Record 10
ORCA calculation (ωB97M-V with the def2-TZVPD basis set) on a structure of composition O5S2.

The relative energy (zero: lowest compared OMol25 entry of this formula, charge and spin) is 47.39 kcal/mol. The value obtained for the total energy is -31904.1336 eV. The gap between HOMO and LUMO is 9.91 eV. For the LUMO energy, the calculation gives -1.80 eV.

Atoms and positions in Å:
1 O 0.22 0.18 -1.05
2 O -1.43 -1.37 0.01
3 O 0.21 0.06 1.11
4 O 2.69 0.57 -0.09
5 O -2.28 0.89 -0.02
6 S -1.06 0.00 0.00
7 S 1.64 -0.32 0.03

Calculated atomic charges, method natural (NBO), unit e: -0.87 -0.89 -0.88 -0.77 -0.78 2.42 1.78

***

Asked for max |F| across the records above, the calculation gives 0.73; 4.73; 3.57; 5.43; 3.68; 4.36; 2.14; 2.59; 2.77; 6.54 eV/Å in order.